{"formula": "C34H58O28", "method": "ωB97M-V/def2-TZVPD", "elements": ["C", "O", "C", "O", "O", "C", "C", "O", "C", "C", "C", "C", "C", "C", "H", "H", "H", "H", "H", "H", "H", "H", "H", "H", "C", "O", "C", "O", "O", "C", "H", "H", "H", "H", "H", "H", "C", "O", "C", "O", "O", "C", "H", "H", "H", "H", "H", "H", "C", "O", "C", "O", "O", "C", "H", "H", "H", "H", "H", "H", "C", "O", "C", "O", "O", "C", "H", "H", "H", "H", "H", "H", "C", "O", "C", "O", "O", "C", "H", "H", "H", "H", "H", "H", "C", "O", "C", "O", "O", "C", "H", "H", "H", "H", "H", "H", "C", "O", "C", "O", "O", "C", "H", "H", "H", "H", "H", "H", "C", "O", "C", "O", "O", "C", "H", "H", "H", "H", "H", "H"], "xyz": [[0.229233, 1.726625, 4.968407], [-0.595655, 0.744660, 5.592859], [0.080647, -0.267617, 6.190343], [-0.124224, -0.521698, 7.356454], [0.929675, -1.044979, 5.445850], [2.286693, -0.582484, 5.443897], [2.829687, -0.585258, 4.013273], [3.691561, 0.225959, 3.727577], [2.358912, -1.570141, 2.985279], [2.195511, -2.892979, 3.311714], [1.798160, -3.757106, 2.331198], [1.567253, -3.317753, 1.058629], [1.701574, -1.990483, 0.767048], [2.101419, -1.104253, 1.728470], [-0.374578, 2.578086, 4.665018], [0.700862, 1.338555, 4.057005], [1.035790, 2.096702, 5.607750], [2.383140, 0.435946, 5.815315], [2.943048, -1.206076, 6.061899], [2.396776, -3.226816, 4.322312], [1.686254, -4.801115, 2.597961], [1.271674, -4.042459, 0.311880], [1.528194, -1.617962, -0.235403], [2.216498, -0.056886, 1.483960], [-1.303967, -2.757413, 4.787591], [-1.645645, -3.502679, 3.615351], [-2.934972, -3.452769, 3.288814], [-3.792657, -2.853673, 3.880287], [-3.111620, -4.185348, 2.186715], [-4.459884, -4.220764, 1.719538], [-0.241412, -2.878197, 4.944889], [-1.524193, -1.700280, 4.645458], [-1.833806, -3.144899, 5.657122], [-4.803340, -3.220989, 1.458722], [-5.115046, -4.664118, 2.467629], [-4.471019, -4.841908, 0.827845], [4.324691, 0.320673, -4.647190], [5.507949, 0.132209, -3.862971], [5.306979, -0.520979, -2.720519], [4.251273, -0.941085, -2.326054], [6.474607, -0.628039, -2.088936], [6.401743, -1.312627, -0.836140], [4.611459, 0.860886, -5.545423], [3.895521, -0.635631, -4.940652], [3.592183, 0.913821, -4.101360], [6.055928, -2.335475, -0.976381], [5.749010, -0.782338, -0.144496], [7.407892, -1.332855, -0.426700], [3.598067, 4.004151, -3.330691], [2.292930, 3.465956, -3.545199], [1.329183, 4.074024, -2.852897], [1.477744, 4.997678, -2.098803], [0.173304, 3.478061, -3.143315], [-0.956254, 4.031104, -2.467135], [4.288351, 3.428529, -3.942104], [3.643523, 5.047522, -3.637933], [3.890010, 3.903042, -2.286580], [-1.094982, 5.075685, -2.740690], [-0.845352, 3.932254, -1.388546], [-1.826238, 3.463762, -2.786260], [-0.424368, 3.922073, 7.829619], [-0.710992, 5.272890, 8.194109], [-0.341557, 6.168896, 7.277580], [0.186073, 5.924792, 6.225839], [-0.659042, 7.381414, 7.731353], [-0.317135, 8.449238, 6.844157], [-0.766367, 3.286053, 8.641750], [-0.959261, 3.648247, 6.922275], [0.647626, 3.778212, 7.701080], [-0.848383, 8.348356, 5.899581], [0.757705, 8.478969, 6.675141], [-0.624894, 9.373012, 7.326076], [1.613701, -3.273332, -4.305771], [0.981193, -3.747580, -5.496610], [0.862685, -2.824161, -6.453152], [1.235265, -1.684069, -6.382011], [0.259007, -3.389260, -7.497645], [0.059990, -2.510253, -8.610834], [1.655664, -4.105508, -3.608167], [2.628547, -2.940814, -4.515489], [1.035062, -2.467940, -3.856741], [1.014481, -2.151490, -8.991540], [-0.578299, -1.674230, -8.331223], [-0.435509, -3.086121, -9.387493], [-6.208235, -4.658006, -7.251453], [-5.211963, -5.440654, -6.589781], [-3.961620, -5.116919, -6.908285], [-3.631457, -4.249226, -7.679757], [-3.135736, -5.907455, -6.235655], [-1.750268, -5.655146, -6.502653], [-7.174162, -5.017945, -6.908734], [-6.108801, -3.606215, -6.987704], [-6.145558, -4.787459, -8.330953], [-1.482509, -4.643199, -6.216702], [-1.523905, -5.826435, -7.553463], [-1.172783, -6.352541, -5.902396], [-3.512526, -3.145712, -10.087843], [-2.867402, -2.274756, -11.032759], [-3.593514, -1.995232, -12.110842], [-4.701984, -2.399800, -12.343314], [-2.878554, -1.184439, -12.895621], [-3.542926, -0.800666, -14.099033], [-2.827474, -3.291509, -9.273427], [-4.423265, -2.689498, -9.707327], [-3.729176, -4.109948, -10.546142], [-4.456946, -0.252519, -13.876319], [-3.763263, -1.673003, -14.712242], [-2.864161, -0.149169, -14.642960], [-0.594005, 6.264610, 10.974129], [0.521304, 6.223555, 11.872335], [0.274004, 5.607353, 13.025337], [-0.769209, 5.106466, 13.351170], [1.387677, 5.640493, 13.760748], [1.264809, 5.009389, 15.035030], [-0.272494, 6.786557, 10.082902], [-0.902908, 5.259984, 10.701249], [-1.423921, 6.812162, 11.419608], [1.027256, 3.953026, 14.920287], [0.506768, 5.505574, 15.638882], [2.227648, 5.103129, 15.530123]], "forces_ev_per_a": [[0.589, 0.197, -1.067], [0.723, -0.292, 0.022], [-0.557, -0.386, 2.389], [0.194, 0.172, -1.529], [-0.028, 1.091, -0.131], [0.362, -0.146, -0.534], [0.854, 0.445, -0.351], [-0.547, -0.239, 0.269], [0.166, 1.038, 1.691], [0.066, 0.055, 0.585], [0.085, -1.369, 0.758], [-0.357, -0.790, -0.573], [-0.113, 0.567, -1.302], [0.070, 0.663, -0.511], [-0.277, -0.183, 0.217], [-0.119, -0.100, 0.097], [-0.270, -0.094, 0.256], [-0.032, -0.035, -0.004], [-0.325, -0.165, 0.045], [-0.067, -0.106, -0.017], [-0.067, -0.040, -0.203], [-0.050, 0.127, -0.133], [-0.057, -0.109, -0.023], [0.084, 0.030, 0.109], [-0.037, -0.117, 0.215], [0.047, -0.023, -0.026], [0.107, -0.046, -0.033], [-0.066, 0.035, 0.015], [0.030, -0.038, -0.051], [-0.207, -0.075, -0.168], [0.015, -0.170, -0.218], [-0.150, -0.045, -0.005], [-0.143, 0.099, -0.063], [-0.031, 0.010, 0.131], [-0.006, 0.125, 0.050], [0.187, -0.020, 0.030], [-0.225, 0.099, -0.200], [0.035, 0.046, -0.066], [0.132, 0.095, -0.094], [-0.165, -0.106, 0.065], [0.050, -0.001, 0.012], [0.090, -0.095, 0.249], [0.231, -0.011, 0.084], [-0.069, 0.009, 0.119], [-0.055, -0.135, 0.049], [-0.120, 0.053, -0.001], [-0.096, -0.066, -0.058], [0.050, 0.098, -0.161], [0.330, 0.027, 0.000], [0.045, -0.067, -0.065], [-0.025, -0.095, -0.070], [0.015, 0.061, 0.050], [-0.024, -0.050, -0.032], [-0.273, 0.025, 0.070], [-0.168, -0.107, -0.067], [-0.071, 0.025, 0.117], [-0.079, 0.116, 0.023], [0.090, 0.024, 0.095], [0.072, 0.113, -0.009], [0.125, -0.101, -0.109], [-0.001, -0.373, 0.065], [-0.010, -0.022, -0.220], [-0.070, -0.020, 0.052], [0.034, -0.022, -0.077], [-0.023, 0.016, 0.040], [0.031, 0.292, -0.096], [-0.070, 0.172, 0.086], [0.076, 0.047, -0.044], [-0.016, 0.068, -0.115], [0.093, -0.089, -0.028], [-0.024, -0.098, -0.087], [-0.062, -0.117, 0.147], [0.131, 0.012, 0.321], [-0.040, -0.060, 0.016], [-0.008, -0.096, -0.045], [0.057, 0.067, 0.010], [0.030, 0.008, -0.048], [-0.105, 0.066, -0.277], [-0.092, -0.122, -0.162], [-0.056, 0.122, -0.012], [0.081, 0.095, -0.096], [-0.004, 0.084, 0.108], [0.100, 0.044, 0.047], [0.009, -0.134, 0.120], [-0.253, 0.085, -0.071], [-0.051, 0.009, -0.010], [0.041, -0.116, 0.141], [-0.231, -0.245, 0.457], [0.018, -0.061, -0.005], [0.300, -0.079, 0.085], [0.101, -0.125, 0.104], [0.090, 0.000, -0.090], [0.087, 0.086, 0.008], [-0.051, 0.029, -0.119], [-0.051, 0.139, -0.018], [-0.199, -0.075, 0.078], [0.050, 0.085, -0.240], [-0.038, -0.023, -0.051], [0.141, 0.023, 0.078], [-0.074, -0.009, -0.044], [0.038, 0.030, -0.021], [-0.023, 0.126, -0.235], [0.255, 0.195, -0.095], [-0.034, -0.030, -0.082], [-0.107, 0.064, -0.040], [-0.056, -0.121, 0.007], [-0.112, -0.008, 0.074], [0.118, -0.027, 0.146], [-0.158, 0.143, -0.009], [0.027, 0.035, -0.004], [0.096, 0.074, -0.081], [-0.060, -0.044, 0.047], [0.060, 0.010, 0.016], [0.085, -0.083, 0.242], [0.214, 0.037, 0.096], [-0.068, -0.004, 0.125], [-0.022, -0.134, 0.092], [-0.127, 0.042, -0.006], [-0.086, -0.081, -0.063], [0.055, 0.092, -0.158]], "mulliken_charge": [-0.6346, -0.3030, 0.6024, -0.5629, -0.0921, -0.8665, 0.0356, -0.5856, 1.2097, -0.3157, -0.4574, -0.6672, -0.5238, -0.7794, 0.3608, 0.2222, 0.3069, 0.4532, 0.3444, 0.4341, 0.3918, 0.4395, 0.4978, 0.4942, -0.5869, -0.2309, 0.7190, -0.5458, -0.3183, -0.6443, 0.1345, 0.3087, 0.3788, 0.2965, 0.2952, 0.2157, -0.3290, -0.3331, 0.7869, -0.4964, -0.3399, -0.5960, 0.2274, 0.1635, 0.1422, 0.2779, 0.2691, 0.2271, -0.7011, -0.2463, 0.7470, -0.5425, -0.2831, -0.6417, 0.1915, 0.3460, 0.3382, 0.2960, 0.2922, 0.2147, -0.7645, -0.2244, 0.7124, -0.5539, -0.2933, -0.6749, 0.3329, 0.2490, 0.3464, 0.2971, 0.3129, 0.2235, -0.5719, -0.2883, 0.7581, -0.5415, -0.2847, -0.6864, 0.2461, 0.2265, 0.2904, 0.3883, 0.3321, 0.1338, -0.6013, -0.3529, 0.7936, -0.5642, -0.3570, -0.4678, 0.2150, 0.2879, 0.2820, 0.1823, 0.2623, 0.2617, -0.5121, -0.1927, 0.6831, -0.5461, -0.3335, -0.6349, 0.1114, 0.3386, 0.3281, 0.2901, 0.2922, 0.2214, -0.4066, -0.3113, 0.7873, -0.5372, -0.3214, -0.6333, 0.1038, 0.2168, 0.3065, 0.2923, 0.2934, 0.2191], "homo_ev": -9.83, "charge": 0, "smiles": "COC(=O)OCC(=O)c1ccccc1.COC(=O)OC.COC(=O)OC.COC(=O)OC.COC(=O)OC.COC(=O)OC.COC(=O)OC.COC(=O)OC.COC(=O)OC", "e_lumo_ha": 0.0078, "spin_multiplicity": 1}